[1]
Formula: C2H3NOS
Source: OMol25
Level of theory: ωB97M-V/def2-TZVPD

**Strongest force on any atom**: 1.13 eV/A
**Energy above the lowest of the compared OMol25 structures with the same formula, charge and spin**: 134.2 kJ/mol
**HOMO level**: -9.7 eV
**Structure (SMILES)**: N#CC=O.S
**LUMO energy**: -0.0307 Ha
**Kohn-Sham gap**: 8.854 eV

Atoms and positions in Å:
N: 3.82 0.22 -0.38
C: 2.74 -0.03 -0.09
C: 1.38 -0.38 0.28
O: 0.48 0.40 0.37
H: 1.27 -1.46 0.49
S: -3.28 1.01 -0.07
H: -3.32 0.35 -1.22
H: -3.09 -0.11 0.62

---

[2]
Formula: C2H3NOS
Source: OMol25
Level of theory: ωB97M-V/def2-TZVPD

**Multiplicity**: 3
**Strongest force on any atom**: 5.57 eV/A
**Energy above the lowest of the compared OMol25 structures with the same formula, charge and spin**: 337.4 kJ/mol
**HOMO level (spin up / spin down)**: -5.9 / -10.1 eV
**LUMO energy (spin up / spin down)**: 0.0238 / -0.1428 Ha
**Kohn-Sham gap (spin up / spin down)**: 6.585 / 6.253 eV

Atoms and positions in Å:
C: 2.31 0.74 0.19
C: -1.54 -0.03 -0.25
N: -0.80 -0.98 -0.55
O: 1.97 1.84 -0.05
S: 2.63 -0.65 0.73
H: -2.01 0.24 0.76
H: -2.14 0.31 -1.07
H: -0.41 -1.46 0.24

---

[3]
Formula: C2H3NOS2
Source: OMol25
Level of theory: ωB97M-V/def2-TZVPD

**Strongest force on any atom**: 3.30 eV/A
**Energy above the lowest of the compared OMol25 structures with the same formula, charge and spin**: 297.2 kJ/mol
**HOMO level**: -9.0 eV
**Structure (SMILES)**: O=CCn1ss1
**LUMO energy**: -0.0198 Ha
**Kohn-Sham gap**: 8.445 eV

Atoms and positions in Å:
O: 0.30 -2.24 -0.35
C: 0.72 -1.13 -0.30
C: 0.09 0.19 -0.52
N: -1.13 0.40 0.16
S: -1.33 2.06 0.77
S: -0.90 0.42 1.91
H: 1.75 -0.91 0.18
H: -0.32 0.25 -1.47
H: 0.82 0.97 -0.38